Computed, not measured: a cluster of 2 separate species, C6H6F8NO3 in total, with ωB97M-V/def2-TZVPD.

Geometry as XYZ:
```
24
Properties=species:S:1:pos:R:3:forces:R:3
C 2.367 -3.851 -1.133 1.2938 -0.5840 -1.7671
O 1.162 -3.007 -1.105 0.8800 1.2958 1.0151
N 0.252 -3.412 -2.011 -0.2832 -1.9881 1.0431
O -0.576 -4.050 -1.380 -0.7855 0.5674 -1.4052
H 3.194 -3.279 -1.731 -1.2643 -0.9766 0.6141
H 2.160 -4.890 -1.630 0.0512 1.8974 0.6135
C -0.670 0.653 -0.858 -0.3477 -0.4340 -1.0316
C 0.797 0.809 -0.427 0.0089 0.3463 -0.6896
C 1.159 0.121 0.884 0.8050 -0.8334 0.4564
F 0.454 0.604 1.933 0.3392 0.0130 0.0133
F 2.470 0.324 1.185 -0.0674 0.1984 -0.3091
F 1.116 2.130 -0.402 0.0268 -0.0769 0.2029
F 1.569 0.262 -1.420 -0.3640 -0.0385 0.6281
O -1.543 1.738 -0.531 -0.0486 0.1019 2.1169
C -2.076 1.717 0.792 0.0957 -1.5368 -1.9078
C -1.593 2.898 1.646 0.4724 0.5659 0.3581
F -0.241 2.933 1.735 -0.6132 0.1448 -0.2014
F -2.065 2.806 2.918 -0.2034 -0.2401 -0.3075
F -1.815 0.514 1.357 -0.6874 0.8520 0.2177
F -3.428 1.775 0.648 0.4073 0.4864 0.3407
H -0.670 0.629 -1.955 0.1522 0.1932 0.2775
H -1.092 -0.315 -0.565 0.2909 0.2410 0.1523
H 0.997 -0.958 0.825 -0.0537 -0.0182 -0.2991
H -1.929 3.849 1.224 -0.1052 -0.1768 -0.1312
```
Positions in Å, forces in eV/Å.

Electronic energy in eV: -35686.9447
Kohn-Sham gap in eV: 4.743
LUMO energy in eV: 2.73
HOMO level in eV: -2.01
Total charge: -1


Computed, not measured: a structure of composition C35H22BrMnN5O5, with ωB97M-V/def2-TZVPD.

Geometry as XYZ:
```
69
Properties=species:S:1:pos:R:3:forces:R:3
Mn 0.624 0.539 2.496 0.6746 1.3264 0.7343
C -2.322 -1.578 -10.993 0.2627 0.6856 1.1021
O -1.623 -2.475 -10.099 -0.7631 0.8432 0.6852
C -1.428 -2.025 -8.803 0.7844 -0.2823 1.2525
C -1.424 -2.997 -7.760 1.3513 0.3588 0.0525
C -0.917 -2.709 -6.500 0.1076 2.7729 -0.1515
C -0.460 -1.360 -6.142 -0.5675 -1.1356 -0.3589
C -0.369 -0.437 -7.181 -0.7783 -0.0262 -1.0255
C -0.993 -0.733 -8.432 -0.1354 -0.1084 -0.6872
C -0.239 -0.981 -4.719 0.8208 0.1265 1.0002
N -0.431 -1.785 -3.679 0.7015 0.9367 -0.1241
C 0.022 -1.070 -2.580 -0.4063 1.4809 -0.8187
C 0.471 0.219 -2.914 -0.6873 -1.4839 -0.6631
N 0.256 0.268 -4.299 0.0219 -0.3440 -0.8107
C 0.889 1.176 -1.915 0.1051 0.7758 0.7356
C 1.198 2.536 -2.132 0.0015 0.6312 -0.8329
C 1.453 3.401 -1.088 -0.1822 0.0004 1.0766
C 1.304 2.943 0.224 0.3369 -0.2355 0.1615
N 0.977 1.676 0.480 0.7456 -0.0171 0.1269
C 0.869 0.795 -0.531 -1.6982 -1.0932 -0.5176
C 0.319 -0.577 -0.177 0.6913 1.4510 -0.0065
N 0.238 -0.899 1.135 -1.3964 -0.9945 -1.1139
C -0.425 -2.007 1.541 1.4984 -0.4345 0.0478
C -0.917 -2.877 0.566 0.8301 0.4505 0.1446
C -0.775 -2.532 -0.771 -2.1801 -2.6891 0.3105
C -0.169 -1.393 -1.204 0.8272 0.1163 0.5505
H -3.312 -1.339 -10.562 0.3824 -0.0616 -0.2762
H -2.438 -2.073 -11.940 0.0463 -0.3147 -0.2212
H -1.749 -0.637 -11.138 -0.3091 -0.5369 0.0181
H -1.587 -4.045 -7.927 -0.4106 -0.1771 -0.5394
H -0.794 -3.477 -5.775 -0.2654 -0.4211 0.5419
H 0.227 0.505 -7.138 -1.0190 -0.5803 0.3258
H -1.205 0.060 -9.165 0.8771 -0.2183 0.3528
H 0.357 1.040 -4.969 0.1647 -0.5036 0.9028
H 1.190 2.995 -3.132 0.0616 -0.5885 0.2736
H 1.694 4.467 -1.126 -0.0777 -0.4344 -0.8070
H 1.491 3.650 1.059 -0.4488 -0.8525 -0.3994
H -0.384 -2.300 2.636 -0.2215 0.8561 -1.4835
H -1.219 -3.875 0.848 -0.5775 0.1688 -0.0151
H -1.309 -3.224 -1.454 0.9013 0.5590 -0.0210
O -1.924 -0.956 4.136 0.0929 -0.3124 0.3735
C -1.876 0.255 4.226 -1.7834 -0.6195 0.4271
N -1.077 1.036 3.473 -0.0673 2.6036 0.3867
C -1.386 2.401 3.720 0.1074 -0.3680 -0.2796
O -0.892 3.371 3.157 -0.2090 -1.0436 0.4445
C -2.494 2.435 4.741 -0.9013 0.3625 1.1042
C -3.193 3.512 5.283 -1.8953 0.0566 0.9019
C -4.351 3.223 6.163 2.1048 -1.6856 -0.7841
C -4.598 1.860 6.467 -0.3152 0.5807 -0.4953
C -3.909 0.811 5.872 0.1342 -0.2561 -0.0389
C -2.854 1.120 5.087 2.4543 0.5150 -2.3508
H -2.948 4.559 5.024 -0.1430 -0.7674 0.1278
H -5.005 3.955 6.626 0.4266 0.2496 -0.2557
H -5.377 1.461 7.099 -0.4820 0.9196 0.2860
H -4.230 -0.219 5.958 0.1009 -0.0034 0.3687
Br 5.769 -3.357 6.450 0.7410 -1.6688 0.3433
C 5.043 -1.707 6.189 -0.5898 1.6194 -0.3361
C 5.444 -0.641 6.981 1.3158 1.3394 -0.4406
C 4.957 0.661 6.712 0.3071 -2.0682 0.7167
C 4.061 0.792 5.639 0.3723 1.8392 1.5864
C 3.620 -0.254 4.851 2.5732 -2.1693 2.3172
C 4.134 -1.541 5.156 0.0264 1.8145 0.6495
C 2.602 -0.008 3.897 -3.1350 0.6387 -1.3092
O 2.394 1.237 3.655 -0.5538 -1.5929 -0.9882
O 1.805 -0.947 3.455 2.0168 1.6723 0.7769
H 6.362 -0.702 7.610 -1.2220 -0.3859 -0.0390
H 5.307 1.386 7.492 -0.7113 -0.0327 -1.5132
H 3.657 1.788 5.513 -0.1405 -0.1404 -0.4378
H 3.872 -2.399 4.628 -0.6945 -1.1038 -1.0645
```
Positions in Å, forces in eV/Å.

ΔE to the lowest compared entry with this formula, charge and spin in kcal/mol: 27.2
Electronic energy in eV: -155705.1307
Kohn-Sham gap (alpha / beta) in eV: 7.612 / 7.637
LUMO energy (alpha / beta) in eV: -0.58 / -0.68
2S+1: 6
HOMO level (alpha / beta) in eV: -8.19 / -8.31


Computed, not measured: a structure of composition C25H23BF4GeN4S3Tl, with ωB97M-V/def2-TZVPD.

Geometry as XYZ:
```
62
Properties=species:S:1:pos:R:3:forces:R:3
Tl -1.515 -0.359 1.832 0.1024 -0.0839 0.0362
S -0.803 -2.627 3.662 -0.2066 0.1514 0.0081
C 0.520 -1.574 3.938 -0.0623 -0.0163 0.1807
S 0.327 0.139 3.833 0.1754 -0.1293 -0.0905
C 1.772 -2.120 4.301 0.4519 -0.1565 -0.0449
C 2.026 -3.521 4.264 -0.1728 0.5684 0.3403
N 2.291 -4.649 4.208 0.4586 0.4177 0.5254
C 2.902 -1.318 4.669 -0.3094 -0.2333 -0.0753
N 3.846 -0.738 4.996 -0.0010 -0.0030 -0.0513
C 0.841 -5.877 2.049 -0.2675 -0.1371 0.2052
N 0.340 -4.689 1.391 0.0943 0.1395 -0.3288
C 1.105 -3.654 0.980 -0.3490 -0.1874 0.1951
S 0.420 -2.372 0.123 0.0849 -0.0875 -0.1243
N 2.407 -3.750 1.292 0.2962 0.0749 -0.1452
C 3.364 -2.700 0.995 -0.0113 0.0003 -0.0074
H 0.039 -6.614 2.074 -0.0456 -0.0286 -0.0954
H 1.175 -5.686 3.075 -0.2190 -0.2303 -0.4511
H 1.671 -6.292 1.476 0.0512 -0.0279 -0.0422
H -0.629 -4.448 1.508 -0.0182 -0.0069 -0.0620
H 2.600 -4.277 2.137 0.0548 -0.0726 -0.1332
H 3.008 -2.129 0.142 0.0020 -0.0021 -0.0049
H 4.329 -3.147 0.756 0.0376 -0.0101 0.0371
H 3.476 -2.024 1.845 -0.0052 0.0407 0.0023
F -3.222 1.895 2.191 -0.1797 0.2759 -0.0996
B -4.074 3.035 2.395 -0.0241 -0.1260 0.0337
F -3.291 4.141 2.745 -0.0555 -0.0625 -0.0528
F -4.780 3.302 1.193 0.1588 -0.1050 0.0709
F -4.992 2.734 3.414 0.0456 0.0357 -0.0541
C 2.690 -0.755 -3.955 -0.0364 0.0149 0.0290
C 2.923 0.431 -3.273 -0.0625 -0.0079 0.0225
C 1.955 0.949 -2.418 0.0028 -0.0151 -0.0892
C 0.739 0.292 -2.227 0.0655 -0.2382 0.1253
C 0.527 -0.909 -2.913 0.0458 0.0417 0.0104
C 1.485 -1.423 -3.776 -0.0091 0.0758 -0.0053
Ge -0.609 0.963 -0.950 0.1180 0.1647 -0.3595
C -2.261 1.163 -1.984 -0.1592 -0.1125 0.1441
C -3.404 1.583 -1.300 -0.0905 0.0163 -0.1212
C -4.608 1.763 -1.967 0.0135 -0.0175 -0.0496
C -4.691 1.505 -3.331 0.0364 -0.0169 0.0308
C -3.563 1.077 -4.022 0.0037 0.0091 0.0541
C -2.355 0.908 -3.353 -0.0747 0.0685 -0.0012
C -0.021 2.774 -0.483 0.0355 0.0010 0.3097
C -0.687 3.906 -0.952 0.0735 0.0233 0.0197
C -0.251 5.178 -0.600 0.0295 -0.0294 0.0012
C 0.849 5.336 0.233 -0.0244 -0.0493 -0.0122
C 1.509 4.216 0.724 -0.0440 -0.0059 -0.0584
C 1.071 2.946 0.374 -0.0474 0.0408 -0.0301
H 3.448 -1.163 -4.614 -0.0061 0.0021 -0.0083
H 3.864 0.955 -3.401 -0.0020 0.0042 -0.0001
H 2.151 1.880 -1.900 0.0033 -0.0150 0.0190
H -0.390 -1.465 -2.752 0.0150 0.0215 -0.0083
H 1.295 -2.354 -4.299 0.0119 -0.0080 0.0308
H -3.370 1.785 -0.237 0.0086 0.0344 0.1317
H -5.472 2.102 -1.408 0.0153 0.0095 -0.0075
H -5.632 1.632 -3.854 0.0116 0.0087 0.0037
H -3.623 0.873 -5.086 0.0024 0.0091 0.0057
H -1.481 0.588 -3.909 0.0065 -0.0135 0.0136
H -1.558 3.797 -1.587 0.0098 -0.0007 0.0123
H -0.784 6.049 -0.965 -0.0053 -0.0076 0.0130
H 1.177 6.329 0.518 -0.0031 -0.0049 -0.0031
H 2.353 4.330 1.395 -0.0167 -0.0086 0.0053
H 1.574 2.079 0.791 -0.0136 0.0069 -0.0002
```
Positions in Å, forces in eV/Å.

ΔE to the lowest compared entry with this formula, charge and spin in kcal/mol: 19.0
Electronic energy in eV: -137529.2665
Kohn-Sham gap (alpha / beta) in eV: 6.232 / 5.884
LUMO energy (alpha / beta) in eV: 4.24 / 3.25
2S+1: 2
HOMO level (alpha / beta) in eV: -2.00 / -2.63
Total charge: -2